This record from the OMol25 dataset describes C36H32IrN5O3P2S5 as an isolated structure. The level of theory is ωB97M-V/def2-TZVPD.

Properties
Energy   -127039.6153 eV
HOMO   -6.58 eV
Kohn-Sham gap   5.93 eV
Net charge   0

Structure (XYZ):
```
84
Properties=species:S:1:pos:R:3:mulliken_charge:R:1
Ir -0.0719 -1.4173 0.1235 3.696
C -0.9961 2.4057 -1.9980 -1.298
N -0.6884 1.1969 -1.2267 0.792
P -1.0642 0.8466 0.3976 -0.932
C -2.8581 0.4896 0.5106 1.547
C -3.7896 0.7701 -0.4798 -0.629
C -5.1365 0.4919 -0.2671 -0.615
C -5.5559 -0.0412 0.9436 -0.822
C -4.6256 -0.3109 1.9436 -0.502
C -3.2819 -0.0538 1.7271 -0.746
C -1.2436 2.3670 1.4011 0.769
C -2.0449 3.4412 1.0013 -0.804
C -2.3060 4.4756 1.8860 -0.940
C -1.8004 4.4369 3.1832 -0.574
C -1.0500 3.3496 3.6012 -0.843
C -0.7729 2.3132 2.7128 -0.206
P -0.4568 -0.3425 -1.9276 -0.589
C -1.8677 -0.5737 -3.0365 1.434
C -2.9550 -1.3440 -2.6207 0.037
C -4.0600 -1.4874 -3.4526 -0.890
C -4.0787 -0.8710 -4.6970 -0.671
C -2.9955 -0.1013 -5.1134 -0.628
C -1.8879 0.0461 -4.2908 -0.700
C 0.8994 -0.2583 -3.1135 1.879
C 1.7783 0.8080 -3.2760 -0.983
C 2.8407 0.7034 -4.1635 -0.688
C 3.0476 -0.4758 -4.8660 -0.577
C 2.1840 -1.5528 -4.6934 -0.835
C 1.1068 -1.4441 -3.8257 -0.871
H -2.0252 2.4301 -2.3614 0.322
H -0.3386 2.4594 -2.8632 0.339
H -0.8106 3.2805 -1.3822 0.566
H -3.4766 1.1926 -1.4289 0.093
H -5.8578 0.6930 -1.0525 0.475
H -6.6073 -0.2493 1.1091 0.381
H -4.9500 -0.7322 2.8882 0.456
H -2.5436 -0.2934 2.4923 0.246
H -2.4976 3.4546 0.0172 0.406
H -2.9242 5.3079 1.5690 0.422
H -2.0243 5.2422 3.8737 0.375
H -0.6861 3.2945 4.6213 0.478
H -0.2252 1.4416 3.0505 0.487
H -2.9344 -1.8245 -1.6447 -0.168
H -4.9033 -2.0847 -3.1231 0.506
H -4.9350 -0.9960 -5.3512 0.401
H -3.0096 0.3824 -6.0845 0.438
H -1.0421 0.6373 -4.6250 0.368
H 1.6410 1.7206 -2.7038 0.190
H 3.5077 1.5465 -4.3085 0.465
H 3.8841 -0.5610 -5.5501 0.390
H 2.3520 -2.4804 -5.2271 0.460
H 0.4221 -2.2775 -3.6917 0.415
S 0.8985 -3.2776 -1.0479 -0.160
S -0.5601 -4.3522 -1.9631 -0.102
S -2.2564 -4.2794 -0.7527 -0.093
S -2.1682 -2.5352 0.3324 -0.190
O 2.0358 -3.1316 6.0152 -0.698
S 2.3955 -2.7466 4.6858 1.200
O 3.4556 -3.4934 4.0514 -0.658
N 1.1067 -2.6701 3.7022 -0.562
C 0.9682 -1.4768 3.1693 -0.398
O -0.0017 -1.1407 2.3870 -0.992
C 2.0324 -0.4904 3.5848 1.333
C 2.2863 0.7776 3.0984 0.288
C 3.3171 1.5152 3.6748 -1.674
C 4.0853 0.9829 4.7072 -0.489
C 3.8734 -0.3197 5.1482 -0.745
C 2.8419 -1.0292 4.5660 -0.150
H 1.7195 1.1753 2.2660 0.879
H 3.5170 2.5193 3.3224 0.457
H 4.8711 1.5774 5.1549 0.412
H 4.4937 -0.7655 5.9182 0.455
N 4.9574 -2.9143 1.1257 -0.432
C 4.1937 -1.9422 0.5623 -0.202
C 2.7910 -1.9274 0.7588 -0.487
N 2.0488 -0.9594 0.2419 0.453
C 2.6514 -0.0072 -0.4884 -0.742
C 3.9976 -0.0839 -0.7352 -0.982
N 4.7774 -1.0383 -0.2186 -0.670
H 4.6026 -3.3607 1.9532 0.222
H 5.9530 -2.7981 1.0510 0.291
H 2.3083 -2.7019 1.3458 0.889
H 2.0341 0.7958 -0.8518 0.790
H 4.4884 0.6465 -1.3717 0.436
```

This record from the OMol25 dataset describes C36H32N4O5OsS as an isolated structure. The level of theory is ωB97M-V/def2-TZVPD.

Properties
Energy   -67337.9014 eV
HOMO (spin up / spin down)   -13.34 / -13.34 eV
Kohn-Sham gap (spin up / spin down)   5.73 / 5.73 eV
Net charge   +2

Structure (XYZ):
```
79
Properties=species:S:1:pos:R:3:mulliken_charge:R:1
Os 0.5324 -0.2373 0.0227 1.527
C 2.9209 1.7026 0.9115 -1.051
O 2.3421 0.3596 0.8992 0.260
C 3.2064 -0.7337 0.9643 1.033
C 4.3195 -0.7809 1.7775 -0.865
C 5.1059 -1.9237 1.7368 -0.716
C 4.7921 -2.9835 0.8894 -0.773
C 3.6869 -2.9195 0.0596 -0.766
C 2.8812 -1.7885 0.1105 0.272
N 1.7479 -1.5255 -0.6904 0.690
N 1.7897 -2.0609 -1.9259 -1.014
C 1.3678 -1.3856 -2.9431 0.640
C 1.1370 0.0892 -2.8795 0.387
O 0.9035 0.6840 -1.8048 -0.403
C 1.2442 0.8395 -4.0941 -0.985
C 1.3194 0.1993 -5.2780 -0.642
C 1.3276 -1.2437 -5.4063 0.642
C 1.3298 -1.8470 -6.6612 -0.881
C 1.3336 -3.2283 -6.7700 -0.619
C 1.3385 -4.0159 -5.6259 -0.762
C 1.3419 -3.4288 -4.3690 -0.624
C 1.3394 -2.0440 -4.2530 0.589
H 3.2237 1.9379 1.9284 0.309
H 2.1352 2.3799 0.5902 0.193
H 3.7684 1.7241 0.2304 0.417
H 4.5763 0.0456 2.4259 0.463
H 5.9782 -1.9849 2.3727 0.476
H 5.4226 -3.8613 0.8736 0.457
H 3.4418 -3.7231 -0.6206 0.552
H 1.1929 1.9167 -4.0140 0.617
H 1.3518 0.7807 -6.1925 0.442
H 1.3307 -1.2287 -7.5500 0.459
H 1.3342 -3.6925 -7.7465 0.434
H 1.3410 -5.0938 -5.7135 0.435
H 1.3445 -4.0428 -3.4784 0.480
C -6.0482 3.9342 3.2163 -1.503
C -4.7531 3.6193 2.5264 0.876
C -3.7781 4.6026 2.3695 -0.803
C -2.5877 4.3346 1.7142 -0.246
C -2.3783 3.0617 1.2032 -0.031
C -3.3339 2.0629 1.3400 -0.407
C -4.5101 2.3454 2.0081 -0.989
S -0.9135 2.7320 0.3050 1.326
O 0.0482 3.7658 0.5645 -0.726
O -1.2348 2.3863 -1.0464 -0.795
N -0.3136 1.3094 0.9717 0.532
C -0.0995 1.2512 2.3661 0.049
C -0.1342 2.2742 3.2877 -0.584
C -0.0113 1.9942 4.6655 -1.123
C 0.1429 0.7182 5.1316 -0.889
C 0.2212 -0.3539 4.2114 0.964
C 0.3874 -1.7072 4.5730 -0.681
C 0.4565 -2.6745 3.6028 -1.164
C 0.3998 -2.2976 2.2583 -0.090
N 0.2593 -1.0332 1.8901 0.284
C 0.1302 -0.0620 2.8430 0.348
H -5.8895 4.5957 4.0670 0.393
H -6.5445 3.0307 3.5657 0.371
H -6.7263 4.4433 2.5288 0.312
H -3.9532 5.5944 2.7669 0.423
H -1.8320 5.0996 1.5943 0.551
H -3.1548 1.0740 0.9344 0.433
H -5.2568 1.5709 2.1308 0.384
H -0.2533 3.2995 2.9725 0.633
H -0.0532 2.8204 5.3621 0.491
H 0.2122 0.5166 6.1923 0.488
H 0.4561 -1.9729 5.6207 0.525
H 0.5730 -3.7182 3.8548 0.466
H 0.4865 -3.0258 1.4617 0.530
C -2.8806 -2.3707 -1.7615 -1.511
C -1.9564 -1.2119 -1.6338 1.198
C -2.0785 -0.1018 -2.6068 -0.833
O -1.1072 -1.2690 -0.7253 -0.747
H -3.9065 -2.0285 -1.8970 0.441
H -2.8009 -3.0354 -0.9065 0.325
H -2.6151 -2.9171 -2.6722 0.360
H -3.1220 0.2135 -2.6639 0.552
H -1.8415 -0.5038 -3.5989 0.317
H -1.4540 0.7477 -2.3642 -0.126
```

This record from the OMol25 dataset describes C36H32NO3P2Pr as an isolated structure. The level of theory is ωB97M-V/def2-TZVPD.

Properties
Energy   -78111.0625 eV
Multiplicity   3
HOMO (spin up / spin down)   -13.89 / -13.88 eV
Kohn-Sham gap (spin up / spin down)   7.45 / 7.61 eV
Net charge   +2

Structure (XYZ):
```
75
Properties=species:S:1:pos:R:3:lowdin_spin:R:1
C 0.5824 -1.3046 -4.0739 0.000
C -0.4535 -1.7371 -3.2219 0.000
C -1.7713 -1.8072 -3.7018 0.000
C -2.0253 -1.6145 -5.0576 0.000
C -0.9715 -1.3775 -5.9308 -0.001
C 0.3307 -1.2238 -5.4498 0.000
P -0.0810 -1.9381 -1.4458 -0.007
C -1.3314 -3.1282 -0.8586 0.001
C -2.4780 -2.6812 -0.1668 0.000
C -3.4607 -3.6163 0.1775 0.000
C -3.3498 -4.9551 -0.1921 0.000
C -2.2325 -5.3782 -0.9270 0.000
C -1.2166 -4.4684 -1.2349 0.000
Pr -1.2420 0.4369 -0.3188 2.034
P 0.2006 2.0420 -2.0227 -0.007
C -1.3023 2.1390 -3.0192 0.000
C -1.1606 2.5036 -4.3689 0.000
C -2.2243 2.3107 -5.2544 0.000
C -3.4800 1.9017 -4.7696 0.000
C -3.6453 1.6394 -3.4113 0.000
C -2.5975 1.8266 -2.4981 -0.001
C -0.1628 3.1346 -0.6080 -0.002
C 0.5432 2.9171 0.6120 -0.001
C 0.2784 3.7258 1.7153 0.000
C -0.6680 4.7495 1.6213 0.000
C -1.3875 4.9528 0.4333 0.000
C -1.1348 4.1532 -0.6801 0.000
C 1.7911 2.3483 -2.7272 -0.001
C 2.8362 1.4180 -2.4783 0.000
C 4.0927 1.6666 -3.0231 0.000
C 4.3207 2.8357 -3.7712 0.000
C 3.2955 3.7747 -3.9626 0.000
C 2.0249 3.5463 -3.4293 0.000
C 1.5207 -2.7535 -1.3595 -0.002
C 2.0219 -3.5469 -2.4046 -0.001
C 3.2738 -4.1595 -2.2858 0.000
C 4.0241 -3.9886 -1.1180 0.000
C 3.5305 -3.1849 -0.0787 0.000
C 2.2903 -2.5555 -0.1889 0.000
H 1.3275 2.1498 0.6571 0.000
H 0.8344 3.5705 2.6514 0.000
H -0.8257 5.4127 2.4758 0.000
H -2.1314 5.7540 0.3805 0.000
H -1.6986 4.2921 -1.6062 0.000
H -0.1947 2.9387 -4.6696 0.000
H -2.0868 2.4647 -6.3312 0.000
H -4.3261 1.8151 -5.4581 0.000
H -4.6140 1.2936 -3.0446 0.000
H -2.8696 1.9166 -1.4136 0.000
H 2.6425 0.5272 -1.8646 0.000
H 4.9051 0.9535 -2.8631 0.000
H 5.3127 3.0200 -4.1877 0.000
H 3.4792 4.6932 -4.5268 0.000
H 1.2187 4.2792 -3.5486 0.000
H 1.4601 -3.6651 -3.3329 0.000
H 3.6576 -4.7550 -3.1170 0.000
H 4.9942 -4.4815 -1.0212 0.000
H 4.1345 -3.0549 0.8215 0.000
H 1.9143 -1.8969 0.6034 0.000
H -2.6429 -1.6143 0.1053 0.000
H -4.3479 -3.2830 0.7203 0.000
H -4.1363 -5.6665 0.0714 0.000
H -2.1479 -6.4122 -1.2471 0.000
H -0.3283 -4.7857 -1.7804 0.000
H -2.5794 -2.0492 -3.0154 0.000
H -3.0427 -1.6415 -5.4371 0.000
H -1.1655 -1.2373 -6.9937 0.000
H 1.1159 -1.0193 -6.1689 0.000
H 1.5738 -1.1025 -3.6577 0.000
H 0.1686 1.5748 -6.0006 0.000
H 0.6781 1.3467 -5.4804 0.000
O 0.3678 1.1345 3.3096 0.001
N 0.3068 0.0159 2.8586 0.000
O 0.4347 -1.0613 3.3822 -0.001
O 0.0304 -0.0297 1.3262 -0.008
```